1.
The following is a DFT calculation (ωB97M-V/def2-TZVPD) of a single C4H11N3 molecule at a distorted geometry.

Summary:
charge: 0
molecular weight: 101.15 g/mol
calculated total energy: -8796.105 eV
SMILES: N/C=N\CCCN

The geometry in XYZ format:
```
18
Properties=species:S:1:pos:R:3:forces:R:3
N -1.560466 -0.560653 1.793301 0.137 0.225 -0.767
C -0.218525 -0.595383 2.130528 -0.793 0.336 0.806
N 0.705234 0.157508 1.725532 0.606 -0.344 -0.387
C 0.514596 1.165449 0.687077 -0.010 -0.765 0.061
C -0.045695 0.651678 -0.645836 -0.488 0.522 -0.146
C 0.687303 -0.567414 -1.184192 -0.032 -0.048 -0.605
N 0.620683 -0.749239 -2.625808 0.521 -0.381 -0.012
H -1.813226 0.138846 1.116066 -0.153 0.041 0.133
H -2.289462 -0.789155 2.443111 0.222 -0.256 0.216
H 0.009756 -1.335838 2.895451 0.052 -0.026 -0.015
H -0.063764 2.004700 1.084524 0.000 0.121 -0.104
H 1.529662 1.489818 0.445843 -0.144 0.411 0.129
H 0.011840 1.489548 -1.347431 0.459 -0.065 -0.144
H -1.122760 0.455287 -0.676811 -0.043 -0.174 0.400
H 0.318620 -1.486511 -0.734896 -0.097 0.020 0.304
H 1.741008 -0.510743 -0.932605 0.219 0.052 0.170
H 1.271231 -0.172463 -3.138568 -0.360 0.107 -0.034
H -0.296036 -0.785434 -3.035288 -0.094 0.225 -0.005
```
Forces are in eV/Å.

=====

2.
The following is a DFT calculation (ωB97M-V/def2-TZVPD) of a single C4H11N3 molecule at a distorted geometry.

Summary:
charge: 0
molecular weight: 101.15 g/mol
calculated total energy: -8795.868 eV
SMILES: N/C=C(\N)CCN

The geometry in XYZ format:
```
18
Properties=species:S:1:pos:R:3:forces:R:3
N 1.317342 2.113523 0.544997 0.798 -0.125 -0.712
C 0.738458 1.111317 -0.246230 -1.303 -0.100 0.428
C 0.871385 -0.198429 -0.012789 0.189 0.327 0.727
N 1.887290 -0.646595 0.853178 0.240 -0.341 -0.132
C -0.107228 -1.266756 -0.412818 0.082 0.705 -0.614
C -1.417607 -0.768860 -1.057775 0.623 -1.245 0.897
N -2.177138 0.131914 -0.207595 -0.192 0.414 0.168
H 1.217919 3.057770 0.224499 -0.058 0.007 0.256
H 1.391159 1.958600 1.534538 -0.080 0.089 0.031
H -0.093202 1.426552 -0.861337 0.181 0.092 -0.331
H 1.614064 -1.218021 1.638325 0.012 0.052 -0.053
H 2.604850 0.028164 1.062658 -0.090 0.022 0.124
H 0.366080 -1.963188 -1.111171 0.024 -0.182 0.199
H -0.380383 -1.798346 0.503990 0.081 -0.209 -0.021
H -1.195016 -0.381518 -2.049624 -0.223 0.273 -0.082
H -1.960255 -1.713859 -1.143479 -0.322 0.226 -0.570
H -3.031218 -0.284647 0.131819 -0.032 -0.084 -0.139
H -1.646500 0.412378 0.608815 0.069 0.078 -0.175
```
Forces are in eV/Å.

=====

3.
The following is a DFT calculation (ωB97M-V/def2-TZVPD) of a 2-piece molecular cluster, C4H11N3 overall at a distorted geometry.

Summary:
charge: 0
molecular weight: 101.15 g/mol
calculated total energy: -8793.825 eV
SMILES: C=C(C)NN.C=N

The geometry in XYZ format:
```
18
Properties=species:S:1:pos:R:3:forces:R:3
C 0.788334 -1.018719 -1.059273 -0.296 0.159 0.165
C 0.732187 -0.427380 0.133849 -0.281 -0.523 0.254
C 1.763688 0.536551 0.639416 -0.077 -0.073 0.016
N -0.320230 -0.639945 1.060898 0.709 -0.431 0.567
N -1.283389 -1.627825 0.779337 -1.230 -0.898 -0.346
H -0.005113 -1.654022 -1.410996 -0.096 -0.209 0.004
H 1.582489 -0.796092 -1.748913 0.160 0.122 -0.042
H 2.332417 0.100990 1.463742 0.006 0.031 0.041
H 2.457784 0.794594 -0.155264 0.032 -0.039 -0.027
H 1.294227 1.454935 0.991008 -0.055 0.028 0.038
H 0.002063 -0.629625 2.029236 0.069 -0.178 -0.362
H -1.897233 -1.840990 1.561836 0.207 0.945 0.053
H -1.011541 -2.566738 0.481588 1.184 0.470 -0.064
C -1.251268 1.910691 -1.298750 0.619 -0.467 -0.592
N -1.717651 1.563407 -0.196391 -0.261 -1.815 2.532
H -1.658846 2.788982 -1.798054 -0.065 0.176 0.019
H -0.456021 1.390906 -1.856474 -0.067 -0.023 0.155
H -1.351898 0.660281 0.383204 -0.558 2.726 -2.411
```
Forces are in eV/Å.

=====

4.
The following is a DFT calculation (ωB97M-V/def2-TZVPD) of a single C4H11N3 molecule at a distorted geometry.

Summary:
charge: 0
molecular weight: 101.15 g/mol
calculated total energy: -8796.497 eV
SMILES: [H]/N=C(\N)NCCC

The geometry in XYZ format:
```
18
Properties=species:S:1:pos:R:3:forces:R:3
H 0.175891 2.063980 2.976556 -0.025 -0.057 0.091
N -0.397836 1.552900 2.313923 0.065 -0.712 0.446
C 0.278128 0.619959 1.741329 0.763 1.245 -1.397
N 1.655545 0.424535 1.849639 -1.602 0.642 -0.045
N -0.318712 -0.043942 0.702119 -1.373 -0.059 0.090
C 0.062849 -1.081007 -0.229545 -0.233 -0.533 0.198
C -0.705830 -0.934068 -1.565919 -0.257 1.037 0.931
C -0.537163 0.461296 -2.174788 0.338 -0.167 0.085
H 1.984755 -0.373675 1.358213 0.705 -0.557 0.382
H 1.954469 0.695583 2.762106 0.869 -0.392 0.171
H -1.327170 0.014893 0.816741 0.271 0.222 -0.194
H 1.133107 -1.116979 -0.421732 0.155 0.143 0.172
H -0.270701 -2.032005 0.208645 0.499 -0.227 -0.253
H -1.751347 -0.954390 -1.237020 -0.113 -0.648 -0.457
H -0.433420 -1.770841 -2.204074 -0.283 0.003 -0.143
H -0.665315 1.141918 -1.330250 0.331 0.290 -0.284
H 0.441326 0.579836 -2.647608 0.028 0.167 0.235
H -1.278578 0.752008 -2.918336 -0.137 -0.398 -0.029
```
Forces are in eV/Å.

=====

5.
The following is a DFT calculation (ωB97M-V/def2-TZVPD) of a 2-piece molecular cluster, C4H11N3 overall at a distorted geometry.

Summary:
charge: 0
molecular weight: 101.15 g/mol
calculated total energy: -8795.045 eV
SMILES: [H]/N=C/N.C=NCC

The geometry in XYZ format:
```
18
Properties=species:S:1:pos:R:3:forces:R:3
H 1.261840 0.457897 2.577107 0.190 -0.354 -0.065
N 1.762113 -0.312078 2.122229 -1.020 -0.515 -1.149
C 0.907416 -1.041999 1.472145 -0.008 0.257 3.117
N 1.255675 -2.256519 0.940171 0.932 -0.213 -0.877
H -0.182617 -0.993709 1.703704 0.562 0.408 -0.832
H 2.265528 -2.327888 0.855898 -0.029 -0.021 0.125
H 0.848363 -2.502127 0.045853 -0.349 0.168 0.237
C 1.110830 1.427422 -0.837528 -0.987 -0.498 0.723
N 0.335113 0.500523 -0.417640 -1.643 1.594 -0.416
C -1.226993 0.846522 -0.308058 2.744 -0.205 -0.348
C -1.958886 0.150017 -1.423493 -0.124 -0.244 -0.255
H 0.751766 2.410648 -1.175131 -0.032 -0.112 0.122
H 2.202340 1.317518 -0.774351 -0.389 -0.363 -0.258
H -1.333208 1.933428 -0.333017 -0.075 -0.012 -0.075
H -1.566266 0.497357 0.670265 0.299 -0.065 -0.083
H -1.831981 0.690858 -2.366637 -0.040 -0.165 0.095
H -3.025620 0.073709 -1.196989 0.054 0.078 -0.104
H -1.575414 -0.871579 -1.554530 -0.084 0.262 0.043
```
Forces are in eV/Å.

=====

6.
The following is a DFT calculation (ωB97M-V/def2-TZVPD) of a single C4H11N3 molecule at a distorted geometry.

Summary:
charge: 0
molecular weight: 101.15 g/mol
calculated total energy: -8794.491 eV
SMILES: C[C@@H](N)/N=C\CN

The geometry in XYZ format:
```
18
Properties=species:S:1:pos:R:3:forces:R:3
C -1.980648 -0.983647 0.902824 0.203 0.032 -0.171
C -0.682913 -0.777048 0.139665 1.490 1.069 1.467
N -0.112900 -2.025393 -0.277973 -0.041 -0.261 -0.030
N -0.873732 0.139401 -0.956298 -1.012 0.238 -1.240
C -0.241949 1.213485 -1.017718 2.359 -1.649 3.050
C 1.072217 1.449112 0.286440 -1.245 2.208 -2.410
N 2.276483 0.901195 -0.283535 0.091 -0.438 -0.210
H -2.348124 -0.037678 1.295634 -0.022 0.032 0.032
H -1.808120 -1.680381 1.720757 -0.023 0.009 0.026
H -2.743638 -1.391186 0.238526 -0.024 -0.045 -0.020
H 0.114447 -0.236900 0.779431 -1.556 -1.573 -0.497
H -0.747161 -2.533912 -0.883706 0.089 0.040 -0.087
H 0.769847 -1.876763 -0.753190 -0.110 -0.020 -0.029
H -0.282289 1.796540 -1.939878 0.183 0.548 0.514
H 1.002087 1.173607 1.339134 -0.638 -0.487 -0.349
H 1.051566 2.542064 0.336284 0.247 0.244 -0.104
H 3.095025 1.069180 0.290968 -0.096 0.061 -0.091
H 2.439803 1.258325 -1.217364 0.105 -0.009 0.149
```
Forces are in eV/Å.

=====

Summary of energy relative to the best compared isomer or geometry (same formula, charge and spin) in eV
1.514, 1.751, 3.794, 1.122, 2.574, 3.128
(order as listed above)